The molecule C8H11BO3, computed with ωB97M-V/def2-TZVPD.

Element x y z (Å)
C -0.106 0.847 3.428
C -0.695 0.734 2.393
C -1.331 0.574 1.072
C -0.290 0.031 0.034
B -0.312 0.798 -1.358
C -0.154 0.136 -2.779
O -0.443 2.197 -1.305
C 1.205 0.143 0.471
O 1.593 -1.046 1.141
C 1.021 -2.043 0.368
O 1.553 -3.044 0.035
C -0.389 -1.517 0.066
H 0.599 0.787 4.221
H -1.675 1.568 0.771
H -2.206 -0.068 1.162
H 0.915 -0.026 -2.963
H -0.484 0.866 -3.522
H -0.713 -0.790 -2.924
H 0.368 2.530 -0.899
H 1.783 0.102 -0.477
H 1.549 1.077 0.909
H -0.919 -2.051 -0.720
H -0.888 -1.778 1.008

The spin multiplicity is 1. The SMILES is C#CC[C@@]1(B(C)O)COC(=O)C1. The highest occupied orbital energy comes out at -10.0 eV. Its orbital gap is 0.3774 Eh. As for the LUMO energy: 0.284 eV.

Results of the Mulliken charge analysis, in e, for atoms 1 through 4: C 0.1591; C -0.5212; C -1.2291; C 1.4742

---

A 2-piece molecular cluster, C4H5N3 overall, computed with ωB97M-V/def2-TZVPD.

Element x y z (Å)
C 1.362 1.389 -0.177
C 0.183 0.707 -0.181
C -1.285 1.018 -0.003
C 0.294 -0.853 -0.181
H 1.288 2.417 -0.253
H 2.269 0.769 0.157
H -1.720 2.092 0.206
H -1.653 -2.175 1.427
H 1.012 -2.513 -0.386
N -1.940 -0.089 -0.082
N -1.125 -1.173 -0.570
N 1.317 -1.587 0.043

The spin multiplicity is 1. The highest occupied orbital energy comes out at -8.9 eV. Its orbital gap is 0.2265 Eh. As for the LUMO energy: -2.729 eV.

Results of the Mulliken charge analysis, in e, for atoms 1 through 4: C -0.7511; C 0.4239; C -0.1774; C 0.4301

---

C12H22CuIN9O5 as an isolated structure, computed with ωB97M-V/def2-TZVPD.

Element x y z (Å)
Cu 0.308 -1.706 -0.707
N -0.915 -0.099 0.061
C -0.269 0.247 1.341
C -1.113 1.082 2.292
C -1.558 2.434 1.747
C -0.511 3.546 1.670
N 0.719 3.213 0.952
C 0.902 3.522 -0.353
N -0.096 3.908 -1.073
N 2.197 3.431 -0.811
C 0.249 -1.039 1.997
O 0.559 -1.044 3.177
O 0.395 -2.045 1.188
H -0.980 0.698 -0.564
H -1.844 -0.480 0.206
H 0.629 0.801 1.072
H -0.546 1.204 3.218
H -2.008 0.504 2.546
H -2.349 2.807 2.402
H -2.008 2.311 0.758
H -0.229 3.849 2.680
H -0.956 4.403 1.166
H 1.539 3.009 1.495
H -1.648 3.479 -1.233
H 0.195 4.142 -2.017
H 2.869 2.927 -0.257
H 2.318 3.328 -1.803
N -0.744 -3.358 -1.455
C -0.190 -3.413 -2.832
C -0.066 -1.991 -3.388
O -0.216 -1.773 -4.568
O 0.233 -1.097 -2.477
H -0.643 -4.239 -0.971
H -1.720 -3.100 -1.502
H -0.780 -4.019 -3.515
H 0.819 -3.820 -2.768
N -4.104 -1.144 -0.901
C -4.014 -0.076 -1.336
N -3.956 1.143 -1.831
C -3.247 2.125 -1.581
N -2.652 3.116 -1.350
N 2.444 -4.227 1.660
C 2.543 -3.347 0.641
O 2.109 -3.560 -0.481
C 3.387 -2.119 0.970
I 3.017 -0.555 -0.421
H 1.802 -4.990 1.522
H 2.499 -3.872 2.601
H 4.438 -2.376 0.862
H 3.193 -1.740 1.970

The spin multiplicity is 2. The highest occupied orbital energy (spin up / spin down) comes out at -9.1 / -9.2 eV. As for the expectation value of S²: 0.752. Its orbital gap (spin up / spin down) is 0.3311 / 0.3237 Eh. As for the LUMO energy (spin up / spin down): -0.086 / -0.433 eV.

Results of the Mulliken charge analysis, in e, for atoms 1 through 4: Cu -0.0374; N 0.0147; C 0.7228; C -1.0876

---

The molecule C3H4ClNO2, computed with ωB97M-V/def2-TZVPD.

Element x y z (Å)
C -0.584 -0.676 -0.129
C 0.483 0.135 -0.787
N 0.449 0.362 -2.026
Cl 1.718 1.225 -2.777
O 1.469 0.551 0.086
C 2.236 1.635 -0.292
O 3.413 1.518 -0.135
H -0.227 -0.860 0.859
H -1.549 -0.234 -0.117
H -0.715 -1.585 -0.633
H 1.800 2.635 -0.400

The spin multiplicity is 1. The SMILES is C/C(=N/Cl)OC=O. The highest occupied orbital energy comes out at -10.4 eV. Its orbital gap is 0.4056 Eh. As for the LUMO energy: 0.623 eV.

Results of the Mulliken charge analysis, in e, for atoms 1 through 4: C -0.9518; C 0.7358; N -0.3792; Cl -0.0855

---

A 5-piece molecular cluster, C19H44BrN5O4P overall, computed with ωB97M-V/def2-TZVPD.

Element x y z (Å)
C -0.065 0.697 0.212
C -0.748 -0.095 -0.385
P -1.781 -1.313 -1.473
C -0.892 -0.598 -3.006
C -0.966 -1.444 -4.273
C -0.752 -2.941 -4.135
Br 1.120 -3.498 -4.200
N -3.108 -0.071 -1.538
C -4.310 -0.451 -0.805
C -4.197 -0.080 0.662
H 0.551 1.396 0.725
H -2.590 -2.241 -2.309
H -2.380 -1.853 -0.266
H -0.715 -2.307 -1.341
H -1.281 0.397 -3.227
H 0.150 -0.457 -2.716
H -0.216 -1.080 -4.982
H -1.926 -1.310 -4.776
H -1.191 -3.443 -4.993
H -1.175 -3.364 -3.237
H -3.359 0.082 -2.506
H -4.497 -1.536 -0.880
H -5.173 0.042 -1.258
H -4.080 0.992 0.811
H -5.084 -0.391 1.222
H -3.345 -0.583 1.109
C 4.742 0.579 0.190
O 3.868 1.308 -0.235
N 4.670 -0.762 0.211
C 5.730 -1.577 0.760
C 3.480 -1.418 -0.327
H 5.688 0.967 0.611
H 6.133 -2.252 0.000
H 5.359 -2.174 1.596
H 6.534 -0.937 1.119
H 3.349 -1.167 -1.380
H 2.585 -1.103 0.204
H 3.599 -2.494 -0.226
C 3.310 -0.510 -5.192
O 3.599 -1.117 -6.208
N 4.007 0.548 -4.733
C 3.695 1.227 -3.487
C 5.146 0.995 -5.509
H 2.461 -0.793 -4.547
H 3.506 2.289 -3.661
H 4.528 1.130 -2.791
H 2.813 0.791 -3.025
H 4.837 1.298 -6.510
H 5.878 0.193 -5.617
H 5.608 1.839 -5.002
C 0.677 -1.093 4.743
O 1.633 -0.931 4.006
N -0.611 -1.082 4.371
C -1.678 -1.277 5.327
C -0.971 -0.864 2.969
H 0.802 -1.270 5.829
H -2.272 -2.156 5.067
H -2.343 -0.411 5.344
H -1.258 -1.421 6.323
H -0.538 -1.639 2.339
H -0.605 0.092 2.612
H -2.054 -0.884 2.882
C -4.331 2.172 3.762
O -3.745 1.115 3.700
N -3.744 3.341 4.098
C -4.472 4.588 4.140
C -2.323 3.326 4.403
H -5.403 2.277 3.518
H -4.055 5.308 3.432
H -4.438 5.027 5.141
H -5.512 4.408 3.876
H -1.753 2.954 3.551
H -2.121 2.672 5.252
H -2.001 4.337 4.641

Its charge is -1. The spin multiplicity is 1. The highest occupied orbital energy comes out at -4.1 eV. Its orbital gap is 0.2352 Eh. As for the LUMO energy: 2.325 eV.

Results of the Mulliken charge analysis, in e, for atoms 1 through 4: C -0.5714; C -0.4177; P -0.2023; C -0.4674

---

The molecule C4H7F, computed with ωB97M-V/def2-TZVPD.

Element x y z (Å)
C -1.987 0.213 -0.137
C -0.948 -0.483 0.186
C 0.371 0.097 0.405
C 1.717 -0.195 -0.242
F 0.142 1.493 0.123
H -2.963 -0.189 -0.489
H -1.882 1.202 -0.469
H -0.957 -1.590 0.486
H 0.580 -0.026 1.537
H 1.825 -1.144 -0.646
H 1.616 0.415 -1.150
H 2.486 0.208 0.394

The spin multiplicity is 1. The SMILES is C=C[C@@H](C)F. The highest occupied orbital energy comes out at -9.9 eV. Its orbital gap is 0.4025 Eh. As for the LUMO energy: 1.044 eV.

Results of the Mulliken charge analysis, in e, for atoms 1 through 4: C -0.6704; C -0.3436; C 0.5641; C -1.1294

---

A 3-piece molecular cluster, C4H11O4 overall, computed with ωB97M-V/def2-TZVPD.

Element x y z (Å)
O -1.945 -0.865 0.020
C -1.163 -0.321 -0.781
O -1.411 0.389 -1.775
C 0.370 -0.655 -0.438
C 1.076 0.552 0.335
C 2.010 -0.166 1.373
H 0.865 -0.538 -1.413
H 0.443 -1.586 0.108
H 0.271 1.042 0.959
H 1.523 1.262 -0.331
H 1.399 -0.848 1.995
H 2.782 -0.575 0.738
H 2.253 0.739 2.040
H -0.621 2.174 -3.468
H -1.703 1.935 -2.216
O -1.387 2.474 -2.995
H -1.862 -2.292 1.604
H -1.386 -0.929 1.896
O -1.514 -1.795 2.348

Its charge is -1. The spin multiplicity is 1. The highest occupied orbital energy comes out at -4.7 eV. Its orbital gap is 0.3151 Eh. As for the LUMO energy: 3.827 eV.

Results of the Mulliken charge analysis, in e, for atoms 1 through 4: O -0.7539; C 0.3688; O -0.7860; C -0.6461

---

A 14-piece molecular cluster, C47H131N10O19 overall, computed with ωB97M-V/def2-TZVPD.

Element x y z (Å)
C -10.885 7.392 23.515
N -10.603 7.283 24.959
C -9.343 6.563 25.342
C -10.563 8.706 25.569
C -11.734 6.559 25.590
C -12.500 5.435 24.914
O -11.792 4.230 24.626
H -10.250 8.180 23.140
H -11.923 7.615 23.372
H -10.729 6.493 22.935
H -9.290 6.681 26.397
H -8.548 7.160 24.819
H -9.322 5.545 24.952
H -10.606 8.620 26.639
H -11.438 9.271 25.232
H -9.621 9.121 25.214
H -12.473 7.333 25.779
H -11.433 6.337 26.619
H -12.925 5.783 23.930
H -13.254 5.257 25.691
H -12.362 3.420 24.663
C -17.113 0.589 20.625
N -17.631 1.871 21.201
C -18.993 2.138 20.614
C -17.814 1.565 22.617
C -16.634 2.968 20.888
C -15.217 2.792 21.365
O -14.445 1.920 20.539
H -16.873 0.726 19.608
H -17.853 -0.194 20.707
H -16.248 0.289 21.208
H -19.286 3.153 20.741
H -19.645 1.447 21.078
H -19.038 1.933 19.573
H -16.818 1.370 22.985
H -18.269 0.594 22.710
H -18.337 2.377 23.141
H -17.127 3.838 21.306
H -16.560 3.091 19.794
H -15.166 2.423 22.369
H -14.778 3.804 21.340
H -13.829 1.496 21.188
C -23.470 1.426 16.958
N -23.328 2.680 16.256
C -22.112 3.417 16.601
C -23.282 2.344 14.775
C -24.622 3.519 16.392
C -24.939 3.957 17.822
O -23.885 4.765 18.378
H -22.558 0.833 16.806
H -24.301 0.816 16.549
H -23.453 1.599 18.003
H -21.922 4.298 16.002
H -21.350 2.669 16.420
H -22.079 3.689 17.628
H -23.301 3.280 14.204
H -24.165 1.825 14.390
H -22.379 1.732 14.653
H -25.353 2.851 15.936
H -24.444 4.384 15.682
H -25.025 3.058 18.432
H -25.855 4.497 17.856
H -24.007 4.767 19.311
C -21.382 8.283 24.015
N -21.771 6.989 23.449
C -23.215 6.966 23.535
C -21.262 6.886 22.082
C -21.220 5.941 24.326
C -21.594 4.525 24.129
O -20.930 3.941 22.982
H -20.302 8.410 23.900
H -21.587 8.308 25.072
H -21.856 9.011 23.385
H -23.642 6.156 22.977
H -23.628 7.937 23.209
H -23.500 6.833 24.561
H -20.188 6.946 22.029
H -21.634 7.821 21.613
H -21.759 6.091 21.548
H -21.589 6.289 25.306
H -20.144 6.075 24.345
H -22.655 4.377 24.046
H -21.338 3.910 24.967
H -21.163 3.024 22.886
C -9.226 1.506 22.424
C -9.101 1.148 23.873
C -7.657 1.397 24.396
O -7.747 2.723 24.768
C -6.477 3.334 24.947
N -10.211 1.909 24.579
H -10.042 2.859 24.391
H -11.216 1.650 24.342
H -10.154 1.865 25.565
H -9.189 2.606 22.387
H -10.178 1.146 22.037
H -8.365 1.183 21.812
H -9.366 0.086 23.915
H -7.044 1.244 23.492
H -7.286 0.724 25.201
H -5.772 2.681 25.467
H -6.711 4.209 25.530
H -6.042 3.692 23.995
C -21.569 -3.561 25.245
C -21.525 -2.077 24.766
C -20.463 -1.332 25.561
O -20.551 0.092 25.493
C -21.273 0.654 26.562
N -21.191 -2.021 23.337
H -21.745 -0.583 22.192
H -20.230 -2.321 23.149
H -21.721 -2.861 22.939
H -22.476 -3.977 24.833
H -21.590 -3.647 26.320
H -20.656 -4.065 24.897
H -22.497 -1.645 24.943
H -19.471 -1.592 25.224
H -20.588 -1.559 26.627
H -20.770 0.534 27.514
H -22.296 0.336 26.587
H -21.184 1.711 26.390
C -11.878 0.041 15.646
C -12.367 -1.396 15.298
C -13.859 -1.570 15.684
O -14.534 -0.410 15.182
C -15.940 -0.544 15.237
N -12.194 -1.615 13.804
H -12.706 -0.957 13.261
H -11.233 -1.490 13.517
H -12.484 -2.545 13.449
H -11.599 0.082 16.696
H -12.671 0.720 15.421
H -11.070 0.308 14.973
H -11.787 -2.122 15.841
H -13.872 -1.662 16.779
H -14.150 -2.573 15.252
H -16.482 0.231 14.722
H -16.231 -0.487 16.298
H -16.206 -1.507 14.849
C -10.562 -5.556 18.998
C -10.256 -4.869 20.267
C -11.250 -3.922 20.857
O -10.800 -3.551 22.162
C -11.689 -2.725 22.873
N -10.046 -5.956 21.343
H -9.291 -6.597 21.115
H -9.843 -5.580 22.239
H -10.921 -6.454 21.444
H -9.762 -6.172 18.580
H -10.834 -4.790 18.276
H -11.443 -6.179 19.088
H -9.308 -4.363 20.288
H -12.304 -4.295 20.856
H -11.257 -3.049 20.208
H -11.979 -1.781 22.373
H -11.159 -2.525 23.803
H -12.590 -3.279 23.081
C -18.493 -6.053 21.344
C -17.143 -6.394 20.767
C -16.598 -5.131 19.993
O -15.206 -5.241 19.766
C -14.709 -5.307 18.475
N -16.192 -6.677 21.883
H -16.312 -6.039 22.739
H -16.288 -7.601 22.295
H -15.268 -6.452 21.527
H -18.421 -5.153 21.987
H -18.791 -6.913 21.953
H -19.272 -5.886 20.593
H -17.201 -7.270 20.123
H -16.729 -4.251 20.657
H -17.179 -5.048 19.056
H -14.389 -4.332 18.062
H -15.395 -5.765 17.744
H -13.814 -5.929 18.475
C -13.490 8.881 16.233
C -13.933 7.730 15.343
C -14.421 6.507 16.158
O -14.989 5.554 15.255
C -15.002 4.276 15.795
N -15.099 8.172 14.447
H -15.735 8.829 14.941
H -14.778 8.783 13.696
H -15.485 7.346 13.984
H -12.790 8.434 16.939
H -14.359 9.279 16.798
H -12.997 9.666 15.692
H -13.173 7.373 14.657
H -15.133 6.889 16.905
H -13.557 6.078 16.673
H -15.546 3.655 15.076
H -15.680 4.111 16.667
H -13.952 3.968 16.067
O -21.978 0.048 21.460
C -19.684 -0.854 17.734
O -18.792 -0.120 18.053
O -20.465 -1.505 17.296
H -21.607 -0.684 20.921
O -14.921 0.959 24.178
C -13.660 1.117 23.725
O -13.354 0.714 22.573
O -12.855 1.591 24.619
H -15.092 1.129 25.115
O -16.671 -2.918 24.665
C -16.527 -2.990 23.270
O -16.013 -4.088 22.866
O -16.714 -1.918 22.640
H -16.244 -3.743 24.992

Its charge is +7. The spin multiplicity is 1. The highest occupied orbital energy comes out at -18.9 eV. Its orbital gap is 0.2808 Eh. As for the LUMO energy: -11.266 eV.

Results of the Mulliken charge analysis, in e, for atoms 1 through 4: C -0.8892; N -0.0003; C -0.8231; C -0.8253

---

C23H31N3P2RhS as an isolated structure, computed with ωB97M-V/def2-TZVPD.

Element x y z (Å)
C -1.227 1.045 -4.923
C -0.524 1.407 -3.773
C -1.170 2.177 -2.768
C -2.498 2.671 -2.983
C -3.181 2.255 -4.157
C -2.564 1.444 -5.097
C -3.051 3.486 -1.983
C -2.254 4.042 -0.973
C -0.915 3.548 -0.845
C -0.014 4.141 0.082
C -0.505 5.058 1.007
C -1.854 5.459 0.970
C -2.701 4.995 -0.021
H -0.739 0.396 -5.657
H -4.207 2.600 -4.293
H -3.107 1.088 -5.975
H -4.093 3.776 -2.058
H 0.160 5.423 1.797
H -2.222 6.139 1.739
H -3.740 5.320 -0.090
N -0.615 2.374 -1.514
Rh -0.112 0.763 -0.293
C 0.872 0.894 -3.522
H 1.557 1.694 -3.205
H 1.277 0.397 -4.413
C 1.422 3.666 0.125
H 1.880 3.659 -0.873
H 2.017 4.275 0.814
P 0.800 -0.361 -2.169
P 1.479 1.932 0.744
C 1.243 2.179 2.536
H 1.286 1.213 3.055
H 2.048 2.831 2.903
H 0.275 2.651 2.741
C 3.206 1.422 0.584
H 3.833 2.094 1.187
H 3.308 0.397 0.965
H 3.532 1.466 -0.462
C -0.030 -1.748 -3.039
H 0.442 -1.967 -4.009
H 0.034 -2.626 -2.383
H -1.089 -1.499 -3.189
C 2.505 -0.907 -1.971
H 2.517 -1.725 -1.241
H 2.887 -1.277 -2.935
H 3.148 -0.096 -1.611
H -1.769 0.627 -0.261
H -0.608 -0.612 -1.064
C 1.083 -2.100 3.111
N -0.096 -2.566 2.380
C -0.601 -3.857 2.430
C -1.766 -3.871 1.738
N -1.966 -2.580 1.272
C -0.954 -1.763 1.689
S -0.965 -0.059 1.710
H 1.743 -1.512 2.455
H 0.784 -1.487 3.977
H 1.611 -2.992 3.457
H -0.079 -4.639 2.954
H -2.463 -4.669 1.556
H -2.763 -2.246 0.741

Its charge is +1. The spin multiplicity is 5. The highest occupied orbital energy (spin up / spin down) comes out at -7.3 / -10.4 eV. As for the expectation value of S²: 6.048. Its orbital gap (spin up / spin down) is 0.1991 / 0.1968 Eh. As for the LUMO energy (spin up / spin down): -1.891 / -5.015 eV.

Results of the Mulliken charge analysis, in e, for atoms 1 through 4: C -0.6933; C 0.2748; C 0.1263; C 1.0806

---

For each record above, in turn, the calculated calculated total energy values are -561.9674, -319.3873, -3277.7406, -782.0807, -4240.3409, -256.4113, -460.0102, -3843.7141, -2250.4005 Ha.